Record 1
DFT (ωB97M-V/def2-TZVPD) results for C9H16Cl2Si as an isolated structure at a distorted geometry.

```
28
Properties=species:S:1:pos:R:3
C -0.91 0.09 -0.72
C -0.07 -0.84 -0.39
C -2.37 -0.33 -0.82
C -0.36 -2.23 -0.07
C -2.66 -1.26 0.40
C -1.83 -2.52 0.30
C -0.51 1.48 -1.12
C 1.98 2.63 1.25
C 2.90 1.64 0.51
Si 2.31 -0.13 -0.01
Cl 2.95 -0.70 -1.86
Cl 3.10 -1.41 1.44
H -2.92 0.56 -0.64
H -2.74 -0.87 -1.73
H -0.01 -3.10 -0.80
H 0.30 -2.23 0.88
H -2.45 -0.69 1.28
H -3.76 -1.62 0.46
H -2.17 -3.10 -0.51
H -1.94 -3.14 1.16
H 0.42 1.36 -1.66
H -0.31 2.14 -0.34
H -1.19 1.99 -1.63
H 1.50 3.24 0.44
H 1.26 2.11 1.84
H 2.66 3.22 1.81
H 3.84 1.67 0.94
H 2.98 2.04 -0.41
```

Summary:
Molar mass (g/mol): 223.22
Kohn-Sham gap (eV): 9.28

=====

Record 2
DFT (ωB97M-V/def2-TZVPD) results for one molecule with the formula C9H16ClNO3 at a distorted geometry.

```
30
Properties=species:S:1:pos:R:3
N -0.94 2.44 1.27
C -1.83 1.77 0.32
C -1.08 1.12 -0.83
C -0.04 0.03 -0.48
C -0.57 -1.08 0.45
C 0.00 -1.15 1.87
C 1.44 -1.69 1.93
Cl 1.68 -2.77 3.32
C 1.31 0.66 -0.14
O 1.70 1.14 0.91
O 2.13 0.67 -1.23
C 1.40 0.32 -2.41
C 0.36 -0.62 -1.82
O -0.70 -0.98 -2.67
H -0.36 1.75 1.72
H -1.52 2.81 2.02
H -2.50 1.04 0.78
H -2.46 2.56 -0.10
H -0.64 1.91 -1.44
H -1.82 0.63 -1.46
H -1.64 -0.92 0.56
H -0.45 -2.05 -0.01
H -0.04 -0.21 2.40
H -0.62 -1.85 2.43
H 1.73 -2.19 1.01
H 2.13 -0.87 2.06
H 0.97 1.20 -2.87
H 2.04 -0.24 -3.07
H 0.94 -1.53 -1.60
H -0.62 -1.90 -2.91
```

Summary:
SMILES string: NCC[C@]1(CCCCl)C(=O)OC[C@@H]1O
Molar mass (g/mol): 221.68
Kohn-Sham gap (eV): 9.77

=====

Record 3
DFT (ωB97M-V/def2-TZVPD) results for C9H16CuN2O5S as an isolated structure at a distorted geometry.

```
34
Properties=species:S:1:pos:R:3
N 1.98 1.94 2.43
C 1.93 1.99 1.17
C 2.14 0.82 0.23
C 0.93 -0.15 0.16
C 0.17 -0.18 -1.17
C -0.46 1.16 -1.58
C -1.85 1.61 -1.07
C -2.06 1.61 0.44
N -3.07 0.96 1.02
O -1.29 2.31 1.13
C -0.78 -1.42 -1.27
C -0.76 -2.30 -0.03
O -1.54 -3.42 -0.19
O 0.60 -2.81 0.12
S 1.68 -1.77 0.50
O 1.94 -1.79 1.92
O 2.84 -1.92 -0.34
H 2.18 1.00 2.78
H 1.71 2.95 0.70
H 2.90 0.12 0.64
H 2.47 1.13 -0.76
H 0.28 0.02 1.03
H 0.94 -0.36 -1.93
H -0.61 1.10 -2.66
H 0.25 1.97 -1.43
H -1.97 2.65 -1.39
H -2.66 1.01 -1.49
H -2.89 0.46 1.89
H -3.63 0.41 0.37
H -1.81 -1.17 -1.54
H -0.41 -2.06 -2.07
H -1.05 -1.77 0.88
H -2.32 -3.40 0.38
Cu 4.25 -0.70 1.15
```

Summary:
Multiplicity: 2
Molar mass (g/mol): 327.85
Kohn-Sham gap (spin up / spin down) (eV): 8.85 / 4.74
Total charge: +2

=====

Record 4
DFT (ωB97M-V/def2-TZVPD) results for an isolated ion of composition C9H16N and charge +1 at a distorted geometry.

```
26
Properties=species:S:1:pos:R:3
C 0.54 -0.61 -1.16
C -0.40 -0.91 -0.30
C 1.48 0.57 -0.84
C 0.78 1.83 -0.50
C -1.28 1.57 1.01
C -0.41 0.43 1.37
C 0.74 -1.19 -2.49
C -1.46 -1.84 -0.44
C -0.15 -0.27 2.71
N 0.15 1.72 0.92
H 2.34 0.27 -0.22
H 2.03 1.01 -1.71
H 1.47 2.59 -0.49
H -0.21 1.86 -1.18
H -1.63 1.44 0.04
H -1.89 2.11 1.78
H 0.87 -2.24 -2.51
H 1.74 -0.93 -2.84
H -0.13 -0.80 -3.08
H -1.17 -2.53 -1.19
H -2.44 -1.36 -0.69
H -1.80 -2.38 0.36
H -0.54 -1.30 2.67
H -0.62 0.21 3.64
H 0.83 -0.61 2.91
H 0.54 2.28 1.69
```

Summary:
Molar mass (g/mol): 138.23
Kohn-Sham gap (eV): 10.24
Total charge: +1

=====

Record 5
DFT (ωB97M-V/def2-TZVPD) results for one molecule with the formula C9H16N2 at a distorted geometry.

```
27
Properties=species:S:1:pos:R:3
C -0.21 -1.62 -1.87
C 0.70 -1.01 -0.82
C 1.58 -2.02 -0.13
N -0.13 -0.41 0.09
C -0.63 0.97 -0.02
C -2.05 1.07 0.07
C -0.04 1.97 -1.02
C 0.21 0.58 1.23
C -0.45 0.20 2.58
C 1.54 1.15 1.32
N 2.58 1.57 1.32
H -1.02 -2.43 -1.64
H -0.67 -0.66 -2.26
H 0.52 -2.20 -2.49
H 1.34 -0.42 -1.36
H 1.13 -2.56 0.74
H 2.30 -1.24 0.18
H 2.01 -2.71 -0.90
H -2.59 0.51 0.93
H -2.49 0.41 -0.80
H -2.37 2.04 -0.08
H -0.79 2.34 -1.73
H 0.81 1.43 -1.53
H 0.37 2.93 -0.56
H -0.84 -0.83 2.34
H -1.13 0.82 3.03
H 0.31 0.10 3.40
```

Summary:
SMILES string: CC(C)N1C(C)(C)[C@]1(C)C#N
Molar mass (g/mol): 152.24
Kohn-Sham gap (eV): 10.14

=====

Record 6
DFT (ωB97M-V/def2-TZVPD) results for one molecule with the formula C9H16N2O2 at a distorted geometry.

```
29
Properties=species:S:1:pos:R:3
C -3.92 1.27 0.18
O -2.60 1.51 0.50
O -1.73 0.35 0.62
C -1.21 -0.19 -0.67
N -2.08 -1.24 -1.01
C -1.89 -2.36 -0.45
C -0.77 -2.57 0.44
N 0.26 -1.82 0.45
C 0.34 -0.76 -0.57
C 1.54 0.17 -0.18
C 1.52 1.31 -1.12
C 2.77 -0.71 -0.27
C 1.24 0.73 1.27
H -4.08 2.30 -0.28
H -4.69 1.20 1.06
H -4.01 0.37 -0.50
H -1.30 0.66 -1.40
H -2.60 -3.24 -0.69
H -0.79 -3.29 1.24
H 0.43 -1.24 -1.57
H 2.08 2.15 -0.66
H 0.40 1.63 -1.30
H 1.97 1.07 -2.13
H 3.69 -0.07 0.00
H 2.45 -1.45 0.49
H 2.85 -1.22 -1.20
H 1.95 1.62 1.32
H 1.30 0.12 2.11
H 0.18 1.08 1.33
```

Summary:
SMILES string: COO[C@@H]1N=CC=N[C@@H]1C(C)(C)C
Molar mass (g/mol): 184.24
Kohn-Sham gap (eV): 8.85

=====

Record 7
DFT (ωB97M-V/def2-TZVPD) results for one molecule with the formula C9H16N2OS at a distorted geometry.

```
29
Properties=species:S:1:pos:R:3
C 0.30 1.23 -1.60
C -0.67 1.06 -2.47
C -1.56 -1.23 1.42
C -0.22 -2.08 1.49
C -1.38 -0.13 0.46
C 0.84 -1.24 2.11
C -0.06 1.86 -0.27
C -0.25 0.77 0.84
C 0.87 -0.06 1.36
N 2.94 1.00 -2.22
N 1.33 -1.06 -2.44
O -1.25 2.63 -0.19
S 1.77 0.13 -1.58
H -0.66 0.61 -3.49
H -1.66 1.24 -2.11
H -2.28 -1.97 1.13
H -1.72 -0.96 2.48
H -0.43 -2.85 2.19
H -0.09 -2.50 0.45
H -1.19 -0.52 -0.60
H -2.27 0.50 0.46
H 0.65 -1.01 3.18
H 1.89 -1.69 2.28
H 0.75 2.47 0.15
H -0.55 1.39 1.67
H 1.90 0.51 1.31
H 3.50 0.71 -3.01
H 0.91 -1.75 -1.92
H -1.39 2.94 -1.07
```

Summary:
Molar mass (g/mol): 200.31
Kohn-Sham gap (spin up / spin down) (eV): 8.96 / 5.92

=====

Record 8
DFT (ωB97M-V/def2-TZVPD) results for C9H16N2PSTi as an isolated structure at a distorted geometry.

```
30
Properties=species:S:1:pos:R:3
C 1.96 0.81 -0.65
C 2.16 -0.10 -1.74
C 1.10 0.06 -2.68
C 0.22 1.09 -2.22
C 0.70 1.58 -0.94
Ti 0.08 -0.37 -0.31
P 0.05 0.32 1.98
H 2.67 1.09 0.12
H 3.00 -0.78 -1.84
H 0.94 -0.53 -3.58
H 0.39 2.49 -0.45
H -0.57 1.55 -2.79
H -0.21 1.70 2.28
H 1.36 0.17 2.55
H -0.74 -0.37 2.97
S -2.12 -0.46 -0.86
C -2.94 -1.46 0.36
N -2.33 -2.48 0.97
C -2.88 -3.24 2.10
C -4.38 -3.03 2.20
C -4.80 -1.59 1.96
N -4.18 -1.11 0.71
H -1.39 -2.70 0.66
H -2.38 -2.92 3.02
H -2.64 -4.29 1.93
H -4.71 -3.33 3.19
H -4.88 -3.67 1.46
H -4.49 -0.95 2.80
H -5.88 -1.50 1.83
H -4.51 -0.25 0.30
```

Summary:
Multiplicity: 2
Molar mass (g/mol): 263.15
Kohn-Sham gap (spin up / spin down) (eV): 5.12 / 4.66

=====

Computed E (eV) in order:
-42514.8327; -29747.4813; -78263.7807; -11071.2751; -12569.5449; -16661.7815; -25448.0751; -55808.9231